Entry from the Open Molecules 2025 dataset: a structure of composition C44H30BrClHgIN3O3PS at a distorted geometry (wB97M-V/def2-TZVPD).

Summary:
**Spin multiplicity**: 2
**Gap between HOMO and LUMO (alpha / beta)**: 4.0 / 5.7 eV
**Charge**: -2

Each line ends with the Löwdin charge.
Cartesian coordinates (Å):
Hg  -0.78395  -1.08844  -0.36317  0.44
Br  5.76754  8.15815  2.30709  0.69
C  4.02963  8.38964  1.71472  -0.76
C  3.80792  8.79702  0.41338  -0.18
C  2.58255  8.70354  -0.13317  -0.07
C  1.53065  8.15148  0.61378  -0.28
C  1.74672  7.91961  1.96337  -0.08
C  2.97201  7.89248  2.53182  -0.15
N  0.47496  7.45790  0.00005  -0.03
N  0.77201  7.21400  -1.23219  0.05
C  0.61433  5.86926  -1.54940  -0.24
C  1.48115  5.32500  -2.54479  -0.06
C  1.78235  4.02850  -2.56075  -0.04
C  1.07881  3.07212  -1.69714  -0.34
O  1.32128  1.84660  -1.78135  -0.12
C  0.03709  3.56194  -0.79166  -0.17
N  -0.61554  2.70432  -0.06393  0.13
C  -1.64562  3.16988  0.73056  -0.11
C  -2.00414  4.51655  0.71389  -0.08
C  -1.29401  5.44405  0.00252  -0.04
C  -0.21759  5.00256  -0.76261  -0.09
H  4.58103  9.31468  -0.17274  0.10
H  2.35384  9.10318  -1.12254  0.11
H  0.91659  7.50518  2.65150  0.14
H  3.16042  7.57386  3.55412  0.09
H  2.00053  6.03287  -3.18361  0.10
H  2.59054  3.66868  -3.23500  0.11
H  -2.18792  2.45522  1.31725  0.07
H  -2.92277  4.74844  1.22451  0.09
H  -1.44815  6.49516  0.11735  0.08
I  1.36956  -1.18078  -2.39940  0.99
C  0.53207  -3.15490  -2.84300  -0.57
C  -0.13335  -3.39501  -3.98871  -0.22
C  -0.24801  -4.68400  -4.48236  -0.15
C  0.45815  -5.70582  -3.91101  -0.07
C  1.18114  -5.52433  -2.68262  -0.18
C  1.94354  -6.57748  -2.15282  -0.10
C  2.54984  -6.33671  -0.93823  -0.15
C  2.39270  -5.17472  -0.21678  -0.14
C  1.55908  -4.13409  -0.70967  -0.38
P  0.93430  -2.85105  0.43580  0.87
C  0.20554  -3.75128  1.78509  -0.41
C  0.65777  -3.80506  3.08680  -0.09
C  -0.05817  -4.58903  3.99358  -0.10
C  -1.30303  -5.12774  3.68629  -0.10
C  -1.76957  -5.07855  2.35807  -0.06
C  -1.00358  -4.36094  1.40157  -0.09
C  2.34664  -1.98231  1.14900  -0.37
C  2.24361  -1.31143  2.40023  -0.14
C  3.33078  -0.66780  3.02115  -0.07
C  4.55109  -0.61562  2.32631  -0.12
C  4.63249  -1.14751  1.06999  -0.09
C  3.58434  -1.96020  0.50012  -0.09
C  1.03289  -4.23198  -2.01656  -0.24
H  -0.41628  -2.51490  -4.61854  0.10
H  -0.93694  -4.89048  -5.26873  0.08
H  0.38849  -6.73456  -4.23277  0.09
H  2.05030  -7.48177  -2.74366  0.09
H  3.15642  -7.12241  -0.50114  0.08
H  2.94606  -5.01026  0.71272  0.10
H  1.57788  -3.30736  3.42408  0.10
H  0.29542  -4.68245  5.01539  0.09
H  -1.81831  -5.65810  4.48526  0.09
H  -2.72185  -5.52865  2.12535  0.09
H  -1.41831  -4.27290  0.40886  0.10
H  1.21918  -1.17731  2.76517  0.01
H  3.20502  -0.29000  4.04311  0.10
H  5.44598  -0.25026  2.81424  0.09
H  5.53095  -0.96241  0.51428  0.09
H  3.71909  -2.53503  -0.41071  0.08
O  -8.21997  -2.06978  0.81343  0.04
C  -7.36936  -2.73496  -0.05378  -0.45
O  -7.81033  -3.84702  -0.37924  0.06
C  -6.21581  -1.98374  -0.47286  -0.17
C  -5.36095  -2.58691  -1.38178  -0.01
C  -4.22530  -1.94051  -1.88169  -0.10
C  -3.89963  -0.66637  -1.39646  -0.70
S  -2.38885  0.13965  -1.75024  0.48
C  -4.84701  -0.06688  -0.51574  -0.12
C  -5.96535  -0.65522  -0.06138  -0.04
H  -7.87045  -1.16105  1.05311  0.10
H  -5.60033  -3.56160  -1.80088  0.12
H  -3.55740  -2.47465  -2.57851  0.11
H  -4.65839  0.93729  -0.12860  0.11
H  -6.69745  -0.03267  0.43668  0.11
Cl  -1.00861  -0.56175  2.03035  -0.20

***

Entry from the Open Molecules 2025 dataset: a structure of composition C44H30Cl2F9N4O3P2RuSe2 at a distorted geometry (wB97M-V/def2-TZVPD).

Summary:
**Spin multiplicity**: 5
**Gap between HOMO and LUMO (alpha / beta)**: 6.5 / 3.8 eV
**Charge**: +1

Each line ends with the Löwdin charge.
Cartesian coordinates (Å):
Ru  1.12255  0.13296  -1.19154  1.26
Se  -3.64627  -1.10423  3.23353  0.34
P  -3.82737  -1.89358  1.28117  0.55
C  -5.23816  -1.18621  0.37971  -0.34
C  -5.45958  0.18350  0.50728  -0.13
C  -6.52546  0.78624  -0.13939  -0.07
C  -7.39201  0.01768  -0.90659  -0.07
C  -7.19335  -1.35074  -1.01514  -0.06
C  -6.11972  -1.95734  -0.37382  -0.06
C  -3.99521  -3.68451  1.16749  -0.36
C  -4.28285  -4.39796  2.32254  -0.09
C  -4.49690  -5.76912  2.24936  -0.07
C  -4.42168  -6.42082  1.02798  -0.07
C  -4.12696  -5.70820  -0.12878  -0.07
C  -3.91308  -4.34205  -0.06301  -0.12
C  -2.33795  -1.52822  0.29745  -0.37
C  -1.68693  -0.36415  -0.06316  -0.41
N  -0.55434  -0.77558  -0.70533  -0.27
N  -0.50426  -2.10490  -0.72651  0.00
N  -1.56763  -2.56776  -0.13396  0.04
P  -1.90079  1.39649  -0.05945  0.77
Se  0.07075  2.22208  -0.67242  0.60
C  -3.08652  1.83030  -1.33358  -0.36
C  -3.29126  3.18168  -1.62576  -0.10
C  -4.15649  3.53757  -2.64485  -0.06
C  -4.80353  2.55053  -3.38019  -0.05
C  -4.58668  1.20965  -3.09993  -0.06
C  -3.72633  0.84284  -2.07537  -0.08
C  -2.36204  2.07552  1.52241  -0.37
C  -3.51797  2.83667  1.67494  -0.09
C  -3.82711  3.35551  2.92178  -0.05
C  -2.98310  3.11963  3.99819  -0.05
C  -1.82752  2.36485  3.83689  -0.07
C  -1.50720  1.83754  2.59887  -0.11
H  -4.82057  0.76038  1.16304  0.05
H  -6.69316  1.85232  -0.03176  0.11
H  -8.23546  0.48286  -1.40271  0.11
H  -7.88189  -1.95221  -1.59512  0.11
H  -5.98213  -3.02640  -0.45299  0.10
H  -4.33326  -3.87884  3.27107  0.06
H  -4.71778  -6.32690  3.15100  0.11
H  -4.58976  -7.48976  0.97338  0.11
H  -4.05674  -6.22227  -1.08004  0.11
H  -3.66415  -3.78986  -0.96015  0.10
H  -2.76699  3.94806  -1.06540  0.11
H  -4.32011  4.58304  -2.87286  0.11
H  -5.47613  2.83008  -4.18171  0.11
H  -5.09120  0.44365  -3.67559  0.12
H  -3.56691  -0.20427  -1.85018  0.10
H  -4.18541  3.00112  0.83850  0.10
H  -4.73007  3.93786  3.05364  0.11
H  -3.23196  3.52003  4.97343  0.11
H  -1.18768  2.16846  4.68782  0.11
H  -0.61938  1.23058  2.46334  0.09
F  4.14508  -0.35131  -4.31564  0.15
C  3.61255  0.85891  -4.48015  -0.56
F  2.48448  0.70729  -5.18202  0.18
F  4.46150  1.59686  -5.20072  0.18
C  3.30319  1.52234  -3.09817  -0.28
O  2.72223  0.59861  -2.28827  -0.28
C  4.65329  1.98916  -2.43153  -0.53
F  5.01345  3.22304  -2.79042  0.18
F  4.52488  1.97161  -1.09501  0.15
F  5.66795  1.16768  -2.73444  0.16
C  2.40225  2.77683  -3.34228  -0.58
F  2.83470  3.55282  -4.33124  0.19
F  1.15274  2.40115  -3.63208  0.11
F  2.34924  3.51414  -2.21745  0.11
Cl  4.91153  -2.24096  -1.68591  0.85
C  6.42401  -1.95132  -0.94276  -0.56
C  7.57242  -2.40981  -1.54154  -0.08
C  8.79299  -2.21819  -0.91012  -0.03
C  8.85686  -1.61901  0.34120  -0.09
C  7.71195  -1.15402  0.95007  -0.56
Cl  7.85131  -0.63863  2.58971  0.80
C  6.45908  -1.24465  0.28735  -0.23
N  5.26794  -0.79490  0.80388  0.17
C  5.05028  0.30178  1.60241  -0.20
C  5.87703  1.43713  1.50670  -0.05
C  5.59588  2.54342  2.26424  -0.04
C  4.49943  2.53175  3.13203  -0.01
C  3.67253  1.41528  3.22227  0.01
C  3.92187  0.29062  2.46470  -0.12
C  2.99114  -0.89719  2.47027  -0.02
C  2.09704  -0.67477  1.25432  -0.63
O  1.06437  -0.01381  1.38620  -0.05
O  2.53987  -1.05226  0.10855  -0.15
H  7.50778  -2.91631  -2.49465  0.12
H  9.70146  -2.57760  -1.37742  0.13
H  9.79640  -1.54166  0.87050  0.12
H  4.41440  -1.24019  0.43022  0.09
H  6.69158  1.44457  0.79254  0.13
H  6.21317  3.42661  2.17459  0.12
H  4.27840  3.40835  3.72806  0.12
H  2.81645  1.42026  3.88592  0.13
H  2.37113  -0.92954  3.36140  0.14
H  3.54780  -1.82785  2.37719  0.13

***

Number 1: E_tot -6309.5273 a.u.. Number 2: E_tot -9538.9414 a.u..